{"formula": "C2H11NO3", "method": "ωB97M-V/def2-TZVPD", "homo_ev": -7.987, "max_force_ev_per_a": 3.4, "e_tot_ev": -9874.843, "multiplicity": 1, "charge": 0, "de_lowest_kcal_mol": 238.8, "species": ["H", "N", "H", "O", "C", "H", "H", "H", "O", "O", "H", "C", "H", "H", "H", "H", "H"], "positions_angstrom": [[-3.467, 1.559, 0.239], [-4.115, 0.768, 0.269], [2.062, -1.628, 0.242], [2.165, -1.648, -0.714], [-1.531, -0.332, -0.176], [3.577, 0.858, 0.056], [2.890, -1.003, -0.921], [3.091, 1.127, 1.622], [3.087, 1.505, 0.742], [4.185, -0.051, -0.785], [-1.437, -0.106, -1.234], [-2.710, -0.761, 0.352], [-3.552, -1.163, -0.222], [-2.977, -0.591, 1.388], [-5.045, 1.202, 0.222], [4.446, 0.465, -1.553], [-0.669, -0.201, 0.475]]}


{"formula": "C6H12N", "method": "ωB97M-V/def2-TZVPD", "homo_ev": -13.680, "max_force_ev_per_a": 6.0, "e_tot_ev": -7896.805, "multiplicity": 1, "charge": 1, "de_lowest_kcal_mol": 75.1, "species": ["H", "H", "C", "H", "C", "H", "H", "H", "H", "C", "H", "C", "H", "H", "H", "N", "C", "C", "H"], "positions_angstrom": [[-3.869, 0.293, 0.890], [1.465, -2.533, 0.376], [2.802, 0.438, 0.841], [3.073, 1.503, 0.900], [-2.846, 0.048, 0.561], [1.272, 1.663, -1.517], [-2.753, 1.082, 0.162], [-2.339, -0.275, 1.535], [-0.871, 0.209, -0.233], [0.807, 1.261, -0.654], [-2.798, -0.686, -0.213], [0.723, -2.085, -0.231], [-0.554, 0.042, -1.921], [-0.210, -2.481, -0.394], [3.270, -0.348, 1.250], [-0.148, 0.187, -0.907], [0.863, -0.790, -0.362], [1.738, 0.332, 0.029], [0.374, 2.140, -0.111]]}


{"formula": "C5H8N", "method": "ωB97M-V/def2-TZVPD", "homo_ev": [-14.216, -13.320], "max_force_ev_per_a": 5.0, "e_tot_ev": -6788.731, "multiplicity": 1, "charge": 1, "de_lowest_kcal_mol": 215.8, "species": ["H", "C", "H", "H", "H", "H", "H", "C", "H", "N", "H", "C", "C", "C"], "positions_angstrom": [[0.964, 1.227, 2.108], [1.395, -1.014, -2.026], [1.223, -0.441, -3.046], [2.437, -1.386, -1.902], [-2.371, 0.297, 0.534], [-1.763, -0.157, -0.976], [-1.822, 1.415, -0.806], [0.189, 0.570, 1.758], [0.645, -1.595, 1.039], [0.679, -0.582, 0.911], [-0.554, 0.503, 2.580], [0.967, 0.184, -0.254], [-0.303, 0.448, 0.328], [-1.684, 0.532, -0.249]]}


{"formula": "C2H8S3", "method": "ωB97M-V/def2-TZVPD", "homo_ev": -9.067, "max_force_ev_per_a": 2.0, "smiles": "CSS.CS", "e_tot_ev": -34708.416, "multiplicity": 1, "charge": 0, "de_lowest_kcal_mol": 22.6, "species": ["H", "C", "H", "C", "S", "H", "H", "H", "H", "H", "H", "S", "S"], "positions_angstrom": [[-3.334, 0.425, 3.058], [1.293, 1.638, -4.007], [0.421, -0.332, -1.241], [-2.771, -0.401, 3.492], [2.318, 0.755, -2.751], [1.539, 2.708, -3.983], [-3.506, -1.195, 3.287], [-1.743, -0.615, 3.229], [-1.222, -0.188, 5.387], [1.698, 1.338, -4.982], [0.211, 1.560, -4.025], [-2.485, -0.685, 5.297], [0.981, -0.797, -2.391]]}


{"formula": "C20H24N2O3", "method": "ωB97M-V/def2-TZVPD", "homo_ev": -8.132, "max_force_ev_per_a": 0.6, "smiles": "CC(=O)Nc1ccccc1OCC(=O)N(Cc1ccccc1)C(C)C", "e_tot_ev": -30253.142, "multiplicity": 1, "charge": 0, "de_lowest_kcal_mol": 28.5, "species": ["C", "O", "H", "H", "C", "H", "C", "H", "H", "C", "H", "C", "H", "C", "C", "H", "H", "H", "C", "C", "H", "H", "H", "C", "H", "H", "H", "C", "C", "O", "H", "H", "H", "N", "C", "C", "N", "H", "H", "O", "C", "C", "H", "H", "C", "C", "H", "C", "C"], "positions_angstrom": [[2.011, -0.440, 1.739], [-3.585, 1.998, -1.112], [2.532, -4.317, 2.055], [-2.189, 1.435, 2.468], [-0.935, 0.993, -1.859], [-1.703, 3.384, 1.041], [1.626, -1.434, -0.919], [2.282, 0.303, -2.711], [2.880, -0.222, 1.110], [1.121, 1.922, -3.476], [-0.809, -2.672, 2.422], [-0.284, 0.522, 2.140], [-0.505, -0.335, 2.759], [-0.003, -3.374, 2.626], [-0.956, 2.618, 1.182], [-4.840, 0.483, 0.500], [2.348, -4.191, 3.809], [-3.351, -0.358, 0.985], [1.229, 1.735, 0.742], [-1.126, 2.108, -2.657], [1.749, -2.059, -1.813], [2.489, -0.764, -0.830], [2.354, -0.379, 2.778], [0.278, 2.725, 0.566], [-0.251, 3.448, -4.072], [1.921, 2.273, -4.109], [-1.642, -0.434, -0.621], [-3.154, 0.932, -0.734], [-0.095, 2.575, -3.457], [1.359, -3.565, 0.105], [-2.081, 2.605, -2.642], [2.193, 1.833, 0.261], [1.307, -1.963, 3.554], [-1.928, 0.435, -1.052], [0.956, 0.620, 1.522], [1.338, -2.645, 2.697], [1.566, -1.805, 1.513], [0.014, -4.121, 1.839], [0.500, 3.577, -0.058], [0.416, -0.712, -0.985], [2.493, -3.627, 2.892], [0.316, 0.345, -1.855], [3.440, -3.094, 2.955], [-0.197, -3.864, 3.576], [-3.947, -0.020, 0.141], [-1.232, 1.516, 1.974], [-4.243, -0.886, -0.447], [1.516, -2.374, 0.288], [1.328, 0.805, -2.678]]}


> What is the formula in the third record?

C5H8N


> Look up the multiplicity of the fourth one.

1


> What is the multiplicity in the first record?

1